[1]
70
Properties=species:S:1:pos:R:3:forces:R:3 method="wB97M-V/def2-TZVPD" s_squared=6.251 spin_multiplicity=5 homo_lumo_gap_ev="5.97 / 6.69"
Mn 0.210 -0.324 -0.012 2.04 -0.89 0.40
S 0.709 -1.001 2.140 -0.45 0.18 0.38
C 1.895 -2.246 1.807 0.08 -0.10 -0.28
C 2.625 -2.762 2.876 0.04 0.02 -0.07
C 3.569 -3.748 2.679 0.03 -0.06 0.01
C 3.801 -4.242 1.402 0.03 -0.07 0.06
C 3.086 -3.745 0.333 -0.01 0.07 0.04
C 2.130 -2.749 0.516 -0.04 0.10 0.29
S 1.242 -2.207 -0.896 -0.24 0.12 -0.53
H 2.431 -2.368 3.862 0.02 0.02 0.13
H 4.124 -4.138 3.517 0.06 -0.04 0.12
H 4.534 -5.019 1.247 0.09 -0.08 -0.03
H 3.251 -4.114 -0.667 0.07 -0.09 -0.11
F -5.336 -6.729 0.580 -0.04 0.14 0.16
C -4.520 -6.484 -0.462 -0.15 -0.21 -0.02
F -5.293 -6.556 -1.563 -0.02 0.14 -0.13
F -3.665 -7.509 -0.526 0.28 0.01 -0.01
C -3.846 -5.144 -0.344 0.12 -0.06 0.00
C -4.660 -4.018 -0.273 0.12 -0.05 0.01
C -4.080 -2.771 -0.171 0.04 0.04 0.02
C -2.692 -2.643 -0.136 0.52 -0.15 0.02
C -1.887 -3.771 -0.206 0.11 0.20 0.11
C -2.464 -5.027 -0.308 -0.37 -0.21 -0.02
P -1.968 -0.962 -0.033 -2.67 -0.60 -0.13
C -2.855 -0.295 1.406 0.20 0.33 -0.01
C -3.060 1.081 1.458 0.00 -0.27 -0.10
C -3.474 1.687 2.626 -0.09 -0.08 0.23
C -3.701 0.907 3.752 -0.04 0.06 -0.08
C -3.520 -0.472 3.710 -0.06 0.25 0.00
C -3.078 -1.070 2.544 -0.01 -0.01 -0.14
C -4.137 1.550 5.038 -0.09 0.08 0.31
F -3.206 1.447 6.001 0.21 -0.16 -0.01
F -4.396 2.858 4.906 -0.01 0.19 -0.23
F -5.253 0.988 5.532 -0.12 -0.20 -0.07
C -2.705 -0.273 -1.567 0.19 0.03 0.02
C -3.886 0.438 -1.739 0.11 -0.07 0.07
C -4.226 0.916 -2.994 0.06 -0.01 -0.19
C -3.385 0.689 -4.075 0.00 -0.07 -0.09
C -2.204 -0.025 -3.915 -0.17 0.06 -0.07
C -1.877 -0.507 -2.666 0.03 -0.06 0.15
C -3.720 1.248 -5.431 -0.02 0.26 -0.27
F -3.329 2.534 -5.547 0.07 0.12 0.17
F -5.033 1.232 -5.701 -0.18 -0.09 0.22
F -3.114 0.585 -6.424 0.13 -0.21 0.01
H -5.734 -4.131 -0.295 -0.09 0.03 -0.02
H -4.704 -1.891 -0.113 -0.10 0.06 0.00
H -0.809 -3.663 -0.187 -0.03 0.00 0.00
H -1.846 -5.910 -0.357 0.05 -0.05 -0.01
H -2.868 1.678 0.581 -0.01 0.04 0.01
H -3.610 2.756 2.665 -0.05 0.08 0.03
H -3.720 -1.067 4.590 0.05 -0.05 0.05
H -2.901 -2.136 2.524 0.03 -0.05 -0.01
H -4.537 0.639 -0.903 -0.08 -0.01 0.13
H -5.144 1.466 -3.135 -0.09 0.05 -0.01
H -1.548 -0.191 -4.755 0.03 -0.05 -0.10
H -0.950 -1.060 -2.519 -0.10 0.03 -0.14
C 1.857 0.827 -0.286 0.79 0.80 -0.35
C 0.773 1.770 -0.186 0.05 1.04 -0.50
C -0.159 1.881 -1.251 0.53 0.09 0.18
C -1.240 2.754 -1.155 -0.24 0.19 0.07
C -1.437 3.502 -0.009 0.09 -0.13 -0.23
C -0.565 3.360 1.073 0.14 -0.04 -0.01
C 0.509 2.504 0.996 -0.01 -0.04 -0.06
H 2.644 0.938 0.459 -0.31 -0.40 0.04
H 2.266 0.667 -1.290 -0.30 -0.11 0.29
H 0.078 1.437 -2.216 -0.08 -0.12 0.21
H -1.919 2.845 -1.992 0.00 0.05 -0.05
H -2.266 4.190 0.055 -0.09 0.07 -0.01
H -0.726 3.931 1.975 0.00 0.07 0.06
H 1.213 2.430 1.814 -0.05 -0.11 0.08

***

[2]
64
Properties=species:S:1:pos:R:3:forces:R:3 method="wB97M-V/def2-TZVPD" homo_lumo_gap_ev=6.98 charge=+2
Au -1.091 -0.127 0.555 0.41 -0.30 -0.05
C -3.459 2.041 5.236 -0.01 0.00 0.02
C -4.343 1.055 4.816 0.01 0.00 0.00
C -4.189 0.458 3.576 0.05 -0.08 0.04
C -3.127 0.854 2.775 -0.06 -0.08 -0.03
C -2.242 1.847 3.174 -0.02 0.07 -0.04
C -2.417 2.446 4.413 0.02 0.00 -0.02
N -2.951 0.262 1.480 -0.13 0.18 -0.16
N -3.967 0.042 0.803 0.09 -0.11 -0.06
C -3.716 -0.478 -0.469 0.05 0.05 0.04
C -4.808 -0.865 -1.229 -0.01 0.00 -0.02
C -4.599 -1.425 -2.484 0.03 0.02 0.03
C -3.307 -1.585 -2.945 0.01 0.01 -0.01
C -2.197 -1.181 -2.185 -0.02 0.11 -0.08
C -2.390 -0.606 -0.958 -0.33 -0.07 0.31
H -3.588 2.504 6.205 0.00 0.00 -0.01
H -5.157 0.748 5.458 0.00 0.01 0.00
H -4.865 -0.314 3.237 -0.01 0.00 0.00
H -1.484 2.219 2.492 0.04 -0.05 0.00
H -1.751 3.239 4.725 -0.01 -0.01 0.00
H -5.801 -0.734 -0.819 0.00 -0.01 -0.01
H -5.439 -1.739 -3.088 0.00 0.00 0.01
H -3.132 -2.031 -3.916 -0.01 0.01 0.00
H -1.213 -1.322 -2.602 -0.04 -0.03 0.01
I 0.412 -0.129 2.788 -0.21 0.25 0.06
C 1.995 -1.402 2.313 0.01 -0.05 -0.04
C 2.310 -2.287 3.305 0.03 -0.03 -0.01
C 3.532 -2.987 3.258 -0.04 0.02 0.01
C 4.419 -2.700 2.266 0.02 0.00 -0.01
C 4.101 -1.780 1.234 0.06 -0.03 0.00
C 5.082 -1.456 0.268 -0.01 0.00 0.00
C 4.817 -0.562 -0.728 -0.02 -0.01 0.01
C 3.514 -0.063 -0.859 0.02 0.02 -0.06
C 2.514 -0.355 0.047 -0.02 -0.09 0.08
P 0.892 0.064 -0.663 0.02 0.13 -0.06
C 0.961 -0.769 -2.250 0.12 -0.02 0.03
C 1.089 -2.161 -2.221 0.00 0.00 0.00
C 1.228 -2.862 -3.404 -0.02 0.01 -0.01
C 1.248 -2.177 -4.616 -0.01 -0.02 0.00
C 1.135 -0.796 -4.643 -0.01 0.02 0.00
C 0.993 -0.082 -3.459 -0.04 0.02 -0.03
C 0.779 1.849 -0.849 0.07 0.03 0.01
C -0.263 2.392 -1.609 -0.02 0.00 0.03
C -0.402 3.765 -1.701 -0.01 0.00 -0.01
C 0.477 4.600 -1.020 0.00 0.01 0.00
C 1.499 4.064 -0.249 0.00 0.00 -0.01
C 1.654 2.688 -0.159 0.02 -0.01 -0.05
C 2.822 -1.159 1.187 -0.02 0.00 0.02
H 1.647 -2.431 4.148 0.01 0.00 0.00
H 3.772 -3.697 4.037 0.00 0.01 -0.01
H 5.396 -3.166 2.252 -0.01 0.00 0.00
H 6.055 -1.924 0.346 0.00 0.00 0.00
H 5.574 -0.286 -1.449 0.00 0.00 0.01
H 3.288 0.534 -1.736 0.00 0.00 0.00
H 1.081 -2.695 -1.276 0.00 0.00 0.00
H 1.325 -3.939 -3.385 0.00 0.01 0.00
H 1.361 -2.727 -5.542 0.00 0.01 0.01
H 1.163 -0.267 -5.586 0.00 0.00 0.01
H 0.916 0.997 -3.489 0.02 -0.01 0.00
H -0.963 1.744 -2.127 0.00 0.01 0.01
H -1.198 4.187 -2.300 0.01 0.00 0.01
H 0.363 5.673 -1.092 0.00 -0.01 0.00
H 2.182 4.717 0.277 -0.01 -0.01 0.00
H 2.461 2.274 0.433 -0.01 0.01 0.00

***

[3]
73
Properties=species:S:1:pos:R:3:forces:R:3 method="wB97M-V/def2-TZVPD" s_squared=3.814 spin_multiplicity=4 homo_lumo_gap_ev="5.66 / 4.85" charge=+3
Re -0.568 2.207 1.723 -0.04 0.52 0.33
O -4.951 8.192 0.549 -0.23 0.59 -0.01
N -5.006 7.002 0.424 0.74 -0.11 0.23
O -5.926 6.352 0.002 -0.62 -0.17 -0.32
C -3.782 6.260 0.805 0.88 0.21 0.12
C -2.618 6.961 0.830 -0.72 -0.02 -0.04
C -1.380 6.334 1.141 0.06 -0.77 0.09
C -0.159 7.026 1.166 0.18 -0.44 0.06
C 0.987 6.312 1.439 -0.25 0.19 -0.08
C 0.915 4.941 1.672 0.12 -0.13 0.14
N -0.227 4.243 1.663 0.02 1.15 -0.23
C -1.370 4.949 1.403 -0.13 0.48 -0.06
C -2.602 4.223 1.414 -0.43 0.47 -0.23
N -2.513 2.900 1.722 -0.97 0.42 0.02
C -3.641 2.212 1.875 -0.08 -0.14 -0.01
C -4.893 2.766 1.630 0.09 0.29 -0.01
C -4.997 4.080 1.227 -0.08 -0.41 0.14
C -3.829 4.863 1.132 0.29 -0.28 0.06
H -2.626 8.020 0.611 -0.09 0.02 -0.02
H -0.126 8.085 0.964 0.00 0.12 -0.01
H 1.945 6.805 1.454 0.11 -0.04 0.06
H 1.828 4.397 1.874 -0.08 -0.11 0.01
H -3.543 1.187 2.205 0.06 -0.03 -0.09
H -5.778 2.161 1.752 -0.04 -0.06 0.03
H -5.965 4.502 0.997 0.12 -0.02 0.07
C 1.690 -8.309 -7.027 0.13 -1.08 -0.27
O 1.592 -6.961 -6.593 -0.18 0.95 0.48
C 1.072 -6.609 -5.459 -0.11 0.09 0.22
C 0.563 -7.489 -4.465 0.03 -0.27 -0.08
C 0.021 -6.994 -3.318 0.11 -0.18 -0.04
C -0.065 -5.587 -3.095 0.42 0.32 -0.53
C 0.455 -4.703 -4.094 0.02 -0.09 -0.29
C 1.014 -5.201 -5.221 -0.03 0.32 -0.03
N -0.590 -5.162 -1.969 -0.21 -0.93 0.58
N -1.040 -4.149 -1.508 -0.48 0.49 -0.13
C -1.098 -3.219 -0.621 0.72 -0.25 -0.01
C -2.300 -2.453 -0.498 -0.47 0.74 0.16
C -2.339 -1.294 0.206 -0.39 -0.30 -0.34
C -1.170 -0.746 0.825 0.26 0.15 0.16
O -1.178 0.403 1.354 -0.69 -1.90 -0.48
C 0.020 -1.589 0.859 0.51 -0.54 -0.18
N 1.055 -1.136 1.569 -0.35 0.22 0.17
C 2.109 -1.904 1.725 0.15 -0.28 -0.04
C 2.206 -3.184 1.172 -0.20 0.00 -0.18
C 1.170 -3.646 0.384 -0.07 0.16 0.03
C 0.043 -2.838 0.201 0.50 0.36 0.39
H 2.093 -8.269 -8.039 -0.13 0.04 0.20
H 0.712 -8.794 -7.031 0.02 0.13 -0.03
H 2.377 -8.872 -6.392 -0.01 0.11 0.03
H 0.611 -8.556 -4.626 -0.04 -0.05 0.04
H -0.367 -7.661 -2.564 -0.02 -0.07 0.08
H 0.385 -3.639 -3.939 0.03 0.20 -0.01
H 1.406 -4.549 -5.988 0.04 0.04 -0.04
H -3.179 -2.817 -1.004 -0.16 0.00 -0.09
H -3.262 -0.739 0.268 -0.07 0.10 0.00
H 2.913 -1.508 2.326 0.21 0.01 0.08
H 3.082 -3.784 1.355 0.09 -0.10 0.03
H 1.214 -4.632 -0.058 0.06 -0.04 -0.06
N 3.856 1.028 5.251 -0.03 0.04 0.53
C 4.143 0.527 4.045 -0.38 0.26 -0.44
O 4.876 -0.408 3.826 0.24 -0.28 -0.06
C 3.441 1.163 2.859 0.01 -0.04 -0.04
C 4.182 1.369 1.694 -0.35 0.03 0.04
C 3.513 1.767 0.546 0.04 -0.07 0.24
C 2.146 1.953 0.605 0.02 0.05 -0.37
N 1.429 1.787 1.730 1.45 -0.14 -0.13
C 2.074 1.382 2.837 0.25 -0.09 0.30
H 4.322 0.633 6.055 -0.04 0.01 -0.03
H 3.294 1.850 5.386 0.09 0.03 -0.04
H 5.250 1.203 1.700 0.04 -0.07 0.00
H 4.039 1.922 -0.382 0.00 0.04 -0.09
H 1.584 2.239 -0.278 0.05 0.07 0.07
H 1.461 1.196 3.712 0.04 0.06 -0.04

***

It is found that the max |F| values, taken in the order of the records, are 2.74; 0.51; 2.07 eV/A.
It is found that the total energy values, taken in the order of the records, are -122370.6975; -59710.4211; -59922.8901 eV.